(1)
DFT (the ωB97M-V functional and the def2-TZVPD basis) results for a structure of composition C55H45F7N6P2Pt.

Calculated values
HOMO energy (spin up / spin down): -10.4 / -10.4 eV
molar mass: 1180.0 g mol⁻¹
multiplicity: 2
LUMO (spin up / spin down): -2.45 / -3.73 eV
total energy: -3952.5977 Ha
ΔE to the lowest compared entry with this formula, charge and spin: 0.0 kJ/mol
HOMO-LUMO gap (spin up / spin down): 7.9 / 6.6 eV
charge: +1

Cartesian coordinates (Å):
Pt: 0.67856 0.38800 -0.51962
C: -4.28020 2.49562 0.38911
N: -2.86964 2.56032 0.03559
C: -1.91972 1.64296 0.30302
N: -0.76548 2.02624 -0.21206
C: -0.94208 3.26015 -0.78423
C: -2.27620 3.58487 -0.66859
C: -3.06371 4.70561 -1.21201
C: -3.20066 4.81987 -2.59370
C: -3.93111 5.86927 -3.12984
C: -4.52729 6.80255 -2.29270
C: -4.39374 6.68986 -0.91540
C: -3.66234 5.64328 -0.37454
C: 0.17879 4.07364 -1.29003
C: 0.04947 5.45656 -1.42224
C: 1.11274 6.22962 -1.86166
C: 2.33040 5.64275 -2.16822
C: 2.47647 4.26954 -2.03077
C: 1.41108 3.50028 -1.59779
P: -2.13703 0.14716 1.31839
C: -0.48106 0.20507 2.10056
N: 0.68462 0.40945 1.47926
C: 1.66482 0.56300 2.42217
C: 1.08859 0.38747 3.65383
N: -0.25415 0.17546 3.43122
C: -1.26267 -0.00246 4.47158
C: 1.71037 0.42562 4.98659
C: 1.59991 -0.65647 5.85751
C: 2.21347 -0.61489 7.09931
C: 2.94674 0.50276 7.47370
C: 3.06739 1.57851 6.60554
C: 2.45036 1.54306 5.36486
C: 3.05145 0.89664 2.06861
C: 3.29728 2.04649 1.31949
C: 4.58922 2.34927 0.92038
C: 5.63747 1.50951 1.27453
C: 5.39538 0.37368 2.03548
C: 4.10388 0.06607 2.43632
C: -1.81964 -1.15980 0.10863
N: -0.68098 -1.37357 -0.53468
C: -0.79953 -2.54703 -1.23120
C: -2.08228 -3.01770 -1.03778
N: -2.70468 -2.13870 -0.18749
C: -4.08366 -2.23471 0.27291
C: -2.74128 -4.19395 -1.62733
C: -2.76252 -4.32552 -3.01405
C: -3.35284 -5.43696 -3.59404
C: -3.92375 -6.41909 -2.79616
C: -3.90310 -6.29257 -1.41422
C: -3.31071 -5.18371 -0.82977
C: 0.25804 -3.30550 -1.93651
C: 0.43374 -4.63781 -1.56192
C: 1.34444 -5.44522 -2.22340
C: 2.09386 -4.92911 -3.26990
C: 1.93845 -3.59960 -3.63603
C: 1.03039 -2.78778 -2.97290
H: -4.56768 1.45833 0.53960
H: -4.86537 2.91175 -0.42670
H: -4.47986 3.06152 1.29772
H: -2.72264 4.09164 -3.23820
H: -4.03359 5.95827 -4.20307
H: -5.09481 7.62159 -2.71421
H: -4.85253 7.42118 -0.26339
H: -3.53770 5.56453 0.69931
H: -0.88234 5.94242 -1.17158
H: 0.98672 7.29991 -1.95826
H: 3.15763 6.24809 -2.51403
H: 3.41510 3.79177 -2.28024
H: 1.55145 2.42768 -1.53787
H: -0.92036 0.49596 5.37378
H: -1.41463 -1.05971 4.68173
H: -2.19991 0.43936 4.14555
H: 1.04951 -1.54001 5.55544
H: 2.12851 -1.45892 7.77050
H: 3.42870 0.53273 8.44169
H: 3.64150 2.44826 6.89531
H: 2.54249 2.37953 4.68329
H: 2.47557 2.70018 1.04593
H: 4.77665 3.24057 0.33580
H: 6.64596 1.74249 0.95943
H: 6.21303 -0.27922 2.31011
H: 3.90616 -0.83034 3.01108
H: -4.65381 -2.79410 -0.46317
H: -4.50989 -1.23946 0.36768
H: -4.13912 -2.74555 1.23307
H: -2.31264 -3.55445 -3.62777
H: -3.36748 -5.53587 -4.67117
H: -4.38249 -7.28672 -3.25148
H: -4.33956 -7.06213 -0.79154
H: -3.27103 -5.09796 0.25021
H: -0.14823 -5.04280 -0.74307
H: 1.46736 -6.47664 -1.91939
H: 2.79707 -5.56012 -3.79812
H: 2.51919 -3.18903 -4.45226
H: 0.91361 -1.76263 -3.27811
F: 2.95552 -6.04594 1.13932
C: 2.79774 -4.78276 0.69900
C: 1.93747 -3.94301 1.37531
C: 1.77243 -2.64597 0.91011
C: 2.44376 -2.18727 -0.22167
C: 2.35091 -0.78378 -0.74472
C: 3.29884 -3.07565 -0.87355
C: 3.48918 -4.37039 -0.42046
H: 1.40857 -4.30841 2.24566
H: 1.07930 -1.99942 1.42891
H: 2.55065 -0.76805 -1.81851
H: 3.09975 -0.15646 -0.25142
H: 3.82197 -2.74938 -1.76377
H: 4.14770 -5.05885 -0.93212
F: -1.93401 0.88271 -2.39192
P: -1.05453 0.74732 -3.73140
F: 0.01443 0.53879 -4.87633
F: -1.30515 -0.82635 -3.67036
F: -2.26691 1.02301 -4.69139
F: 0.41954 0.43139 -2.58805
F: -0.65296 2.27831 -3.60409

Atom charges from the Mulliken analysis, given in e for atoms 1 to 6: Pt 2.1873; C -0.8451; N 0.6076; C -0.4719; N 0.1035; C -0.1853



(2)
DFT (the ωB97M-V functional and the def2-TZVPD basis) results for a cluster of 2 separate species, C3H4F2O in total at a distorted geometry.

Calculated values
HOMO energy: -10.7 eV
molar mass: 94.1 g mol⁻¹
multiplicity: 1
LUMO: 0.74 eV
total energy: -391.5698 Ha
ΔE to the lowest compared entry with this formula, charge and spin: 270.3 kJ/mol
HOMO-LUMO gap: 11.4 eV
charge: 0

Cartesian coordinates (Å):
C: -0.00313 0.31732 -0.14006
C: 1.37645 0.12671 0.21435
C: -1.28752 -0.47364 0.03666
O: 0.67910 1.01680 0.90510
F: 1.82965 -0.97623 0.85674
F: 2.38872 0.59049 -0.57129
H: -0.18202 1.20940 -1.46244
H: -1.13706 -1.22366 0.80697
H: -1.47300 -0.81932 -1.00161
H: -2.19120 0.23212 0.35559

Atom charges from the Mulliken analysis, given in e for atoms 1 to 6: C -0.2305; C 0.9733; C -0.9217; O -0.3968; F -0.2442; F -0.2390



(3)
DFT (the ωB97M-V functional and the def2-TZVPD basis) results for a structure of composition C34H47GaN2O3P2Se.

Calculated values
HOMO energy: -14.0 eV
molar mass: 742.4 g mol⁻¹
multiplicity: 1
LUMO: -5.11 eV
total energy: -6667.5689 Ha
ΔE to the lowest compared entry with this formula, charge and spin: 0.0 kJ/mol
HOMO-LUMO gap: 8.9 eV
charge: +2

Cartesian coordinates (Å):
Ga: 0.26386 -0.02019 -0.46600
O: -1.91809 -0.37973 -3.57257
C: -1.89656 -0.44486 -2.36576
O: -1.18366 0.38012 -1.62695
C: -2.75879 -1.45698 -1.64424
C: -3.88995 -1.88063 -2.33702
C: -4.75961 -2.80872 -1.79155
C: -4.49015 -3.36396 -0.54882
C: -3.35705 -2.97424 0.14117
C: -2.49506 -2.00473 -0.38104
P: -1.01898 -1.70813 0.61698
C: -1.55281 -1.17980 2.26301
C: -2.87076 -0.78818 2.49678
C: -3.24989 -0.33256 3.75096
C: -2.32341 -0.27595 4.78156
C: -1.00920 -0.66315 4.55503
C: -0.62147 -1.10292 3.30078
C: -0.20190 -3.32166 0.72741
C: 0.02497 -3.99583 1.92448
C: 0.64539 -5.23815 1.91021
C: 1.03403 -5.81226 0.70967
C: 0.78810 -5.15436 -0.48875
C: 0.16881 -3.91652 -0.48201
H: -4.06896 -1.46512 -3.31852
H: -5.63998 -3.11041 -2.34176
H: -5.15075 -4.10650 -0.12362
H: -3.13552 -3.43908 1.09505
H: -3.60790 -0.84309 1.70741
H: -4.27513 -0.03591 3.92391
H: -2.62548 0.06424 5.76259
H: -0.28545 -0.61978 5.35773
H: 0.40914 -1.38419 3.12999
H: -0.29935 -3.57805 2.86704
H: 0.80993 -5.76236 2.84130
H: 1.51045 -6.78293 0.70440
H: 1.06236 -5.61347 -1.42831
H: -0.06387 -3.43664 -1.42676
C: 4.54614 0.36400 -1.71341
N: 3.72391 0.57967 -2.89701
C: 4.06275 1.36686 -3.96988
C: 3.05161 1.26838 -4.86722
N: 2.10654 0.43307 -4.32740
C: 0.86686 0.01877 -4.99369
C: 2.52318 0.02446 -3.12357
Se: 1.68006 -1.24675 -2.01853
H: 5.44241 0.97012 -1.81131
H: 4.81608 -0.68768 -1.64145
H: 3.99241 0.65998 -0.82498
H: 4.98858 1.91174 -4.00695
H: 2.92486 1.71345 -5.83710
H: 0.71545 0.67627 -5.84421
H: 0.02526 0.10281 -4.30547
H: 0.96737 -1.00994 -5.33429
C: 1.08868 1.75533 2.96331
C: 1.23580 2.65870 1.74127
C: 2.68417 2.71481 1.27207
P: 0.04021 2.20136 0.41587
C: 0.27213 3.41034 -0.95711
C: -0.98668 3.69289 -1.78180
C: 1.37626 2.95767 -1.91062
C: -1.61121 2.44115 1.21711
C: -1.80558 3.90072 1.65757
C: -2.83032 1.93295 0.45374
H: 1.82789 2.04026 3.71247
H: 1.24717 0.70642 2.70662
H: 0.10967 1.83608 3.43282
H: 0.93659 3.66986 2.03110
H: 3.01827 1.74703 0.88907
H: 3.32219 2.97138 2.11816
H: 2.84769 3.46724 0.50336
H: 0.57824 4.32836 -0.44047
H: -1.34994 2.78457 -2.26324
H: -0.72527 4.41173 -2.55883
H: -1.79561 4.12661 -1.20078
H: 1.01155 2.10116 -2.48584
H: 2.31057 2.68764 -1.42269
H: 1.58749 3.75633 -2.62252
H: -1.51607 1.83159 2.12290
H: -1.81409 4.59270 0.81759
H: -1.06101 4.24022 2.37432
H: -2.77577 3.97882 2.14820
H: -2.99113 2.46973 -0.47843
H: -3.70500 2.08770 1.08614
H: -2.76547 0.87293 0.21676
C: 3.20457 -1.00647 2.17060
O: 2.12611 -1.05023 1.22152
H: 4.11041 -1.43245 1.73894
H: 2.94647 -1.55023 3.08117
H: 3.38130 0.03756 2.41862
H: 2.06890 -1.96100 0.90369

Atom charges from the Mulliken analysis, given in e for atoms 1 to 6: Ga 1.4523; O -0.7228; C -0.2772; O 0.2930; C 0.6144; C -0.9170